{"formula": "C19H16ClN3O2V", "method": "ωB97M-V/def2-TZVPD", "elements": ["V", "Cl", "C", "C", "C", "C", "O", "C", "C", "N", "C", "C", "C", "C", "C", "C", "C", "C", "N", "C", "C", "H", "H", "H", "H", "H", "H", "H", "H", "H", "H", "N", "C", "O", "C", "C", "H", "H", "H", "H", "H", "H"], "coordinates": [[-0.119122, -0.311548, -0.869623], [5.195322, -3.448767, 2.815083], [4.100686, -2.709252, 1.745835], [4.281450, -2.846553, 0.361350], [3.415476, -2.253131, -0.540571], [2.340542, -1.541388, -0.042731], [1.482252, -0.899151, -0.885580], [2.139765, -1.370963, 1.346853], [1.174913, -0.425375, 1.796500], [0.253609, 0.053264, 1.013157], [-0.474851, 1.261227, 1.243509], [-0.979746, 1.671174, 2.455303], [-1.588461, 2.931686, 2.574418], [-1.692412, 3.765015, 1.489339], [-1.225190, 3.351020, 0.220339], [-1.259421, 4.168278, -0.931457], [-0.758634, 3.711124, -2.132619], [-0.275872, 2.413008, -2.213744], [-0.220557, 1.611895, -1.141090], [-0.637919, 2.077983, 0.097732], [3.049677, -1.954219, 2.237455], [5.124162, -3.420065, -0.003179], [3.573280, -2.337399, -1.607241], [1.269529, -0.007952, 2.797060], [-0.889153, 1.034794, 3.327488], [-1.955844, 3.249845, 3.540462], [-2.125636, 4.751712, 1.595123], [-1.678067, 5.165797, -0.861728], [-0.761979, 4.331716, -3.017548], [0.068656, 1.998175, -3.153598], [2.933642, -1.818664, 3.305288], [-3.759809, -2.032330, -0.484746], [-2.552519, -1.771984, -0.871018], [-1.863213, -0.844466, -0.282615], [-1.839442, -2.498314, -1.967284], [-0.615871, -1.674859, -2.279308], [-4.183701, -1.529195, 0.287162], [-4.315297, -2.748713, -0.937976], [-2.474658, -2.652255, -2.845408], [-1.554198, -3.491161, -1.606656], [-0.828980, -0.749099, -2.872337], [0.227608, -2.210913, -2.701398]], "forces_ev_per_angstrom": [[0.206, -0.093, -0.074], [0.006, -0.007, 0.008], [-0.022, 0.017, 0.020], [0.013, -0.013, -0.034], [-0.039, 0.029, -0.007], [0.002, 0.004, 0.006], [0.017, 0.042, -0.026], [-0.020, 0.026, 0.033], [-0.007, -0.023, -0.034], [-0.129, 0.111, -0.026], [-0.028, -0.033, 0.043], [0.012, -0.011, -0.003], [0.003, -0.001, 0.000], [-0.004, 0.011, -0.001], [0.006, 0.010, -0.002], [0.003, -0.015, 0.005], [-0.004, 0.005, -0.006], [0.002, -0.001, -0.009], [-0.002, -0.035, 0.038], [-0.012, -0.018, -0.005], [0.030, -0.025, -0.023], [0.001, -0.002, 0.006], [0.015, -0.012, 0.003], [0.010, -0.015, 0.006], [-0.007, 0.006, 0.004], [0.001, -0.002, 0.001], [0.001, 0.001, -0.005], [-0.001, 0.000, 0.004], [0.002, -0.006, -0.005], [-0.001, 0.008, -0.005], [0.002, -0.002, 0.002], [0.012, -0.013, -0.045], [0.045, 0.075, 0.064], [-0.019, -0.100, -0.078], [0.020, 0.064, 0.039], [-0.102, 0.013, 0.076], [0.011, 0.006, 0.010], [-0.007, 0.000, 0.003], [-0.007, -0.011, 0.007], [-0.024, -0.006, -0.002], [0.004, 0.009, 0.004], [0.010, 0.006, 0.008]], "nbo_charge": [1.326, 0.164, -0.035, -0.119, -0.175, 0.287, -0.418, -0.187, 0.265, -0.421, 0.053, -0.120, -0.167, -0.095, -0.111, 0.019, -0.248, 0.143, -0.499, 0.217, -0.126, 0.278, 0.261, 0.251, 0.255, 0.274, 0.267, 0.271, 0.286, 0.245, 0.264, -0.656, 0.725, -0.617, -0.554, -0.336, 0.455, 0.457, 0.309, 0.300, 0.229, 0.282], "orbital_gap_ev": [5.41, 5.41], "charge": 3, "multiplicity": 1, "mol_weight_g_mol": 404.8, "relative_energy_kj_mol": 0.7}

{"formula": "C19H16F2N", "method": "ωB97M-V/def2-TZVPD", "elements": ["F", "C", "C", "C", "C", "C", "C", "C", "C", "C", "C", "C", "C", "C", "F", "C", "C", "C", "C", "C", "N", "C", "H", "H", "H", "H", "H", "H", "H", "H", "H", "H", "H", "H", "H", "H", "H", "H"], "coordinates": [[-4.991705, 1.563705, -0.245193], [-4.086770, 1.728883, -1.240610], [-4.551421, 1.610435, -2.548477], [-3.630576, 1.739748, -3.586550], [-2.281139, 2.020503, -3.304587], [-1.836106, 2.247812, -1.983861], [-0.459497, 2.636565, -1.825483], [0.110052, 2.701483, -0.593620], [1.518654, 3.167258, -0.376320], [2.029446, 2.962118, 1.094116], [3.396521, 2.913407, 1.274684], [3.946644, 2.661740, 2.537925], [3.101307, 2.426176, 3.626823], [1.719798, 2.519943, 3.421596], [0.882082, 2.187195, 4.459504], [1.155589, 2.806325, 2.171060], [2.005274, 4.512439, -0.794337], [1.934706, 5.054979, -2.194337], [1.283746, 6.282080, -2.266505], [1.042262, 6.671198, -0.872556], [1.564829, 5.707099, -0.089055], [-2.763993, 2.000997, -0.925454], [-5.587087, 1.382724, -2.754268], [-3.937228, 1.661286, -4.631569], [-1.548135, 2.136655, -4.126084], [0.117149, 2.735447, -2.750050], [-0.400650, 2.367751, 0.269059], [2.153729, 2.503324, -1.031553], [4.067848, 2.934209, 0.424914], [5.039968, 2.558790, 2.646337], [3.493783, 2.194005, 4.618221], [0.076416, 2.750208, 2.056951], [3.103753, 4.294505, -0.469798], [2.176139, 4.375399, -2.995643], [1.093572, 6.915813, -3.152543], [0.752723, 7.679744, -0.467359], [1.542918, 5.650757, 0.920890], [-2.442920, 2.075330, 0.114331]], "forces_ev_per_angstrom": [[0.533, 0.063, -0.262], [0.011, -0.116, 0.075], [0.655, -0.032, -0.349], [0.547, 0.145, 0.187], [-0.131, 0.517, 0.095], [-2.029, -1.304, -0.949], [0.944, -0.441, 2.158], [0.314, 1.081, -2.225], [0.263, -2.527, 0.567], [-0.855, 0.095, -0.937], [0.640, -0.468, 0.940], [-0.031, -0.255, -0.038], [-0.314, 0.448, -0.114], [-0.162, -0.593, 0.333], [0.835, 0.610, -1.092], [0.444, -0.465, 0.574], [2.344, 2.707, -0.880], [-1.869, -0.031, -0.061], [0.995, -1.017, 0.718], [2.227, -1.052, 0.562], [-1.832, 0.720, 0.035], [0.500, 0.567, -0.554], [-0.053, 0.074, 0.145], [-0.025, -0.116, 0.408], [-0.627, -0.070, 0.489], [-0.107, 0.413, 0.338], [-0.709, -0.045, 0.500], [-0.363, 0.394, 0.689], [0.068, 0.115, -0.063], [-0.750, 0.130, 0.006], [-0.189, 0.008, -0.337], [0.259, 0.195, 0.156], [-1.279, 1.414, -0.964], [0.280, 0.379, -0.400], [0.049, -0.651, 0.778], [-0.028, -1.419, -0.387], [-0.196, 0.513, 0.126], [-0.359, 0.017, -0.267]], "nbo_charge": [-0.316, 0.414, -0.261, -0.184, -0.186, -0.087, -0.144, -0.206, -0.254, -0.026, -0.259, -0.159, -0.265, 0.424, -0.314, -0.296, -0.145, -0.024, -0.289, 0.208, -0.438, -0.267, 0.245, 0.231, 0.210, 0.207, 0.208, 0.245, 0.215, 0.239, 0.254, 0.239, 0.314, 0.246, 0.279, 0.270, 0.450, 0.222], "orbital_gap_ev": 6.17, "charge": 1, "multiplicity": 1, "mol_weight_g_mol": 296.3, "smiles": "Fc1cccc(/C=C/[C@H](c2cccc(F)c2)[C@H]2C=CC=[NH+]2)c1", "relative_energy_kj_mol": 113.5}

{"formula": "C19H16F3NO3", "method": "ωB97M-V/def2-TZVPD", "elements": ["O", "C", "C", "O", "C", "O", "C", "C", "C", "C", "C", "C", "C", "C", "F", "F", "F", "C", "N", "C", "C", "C", "C", "C", "C", "C", "H", "H", "H", "H", "H", "H", "H", "H", "H", "H", "H", "H", "H", "H", "H", "H"], "coordinates": [[-4.018130, -2.900161, -1.711527], [-2.962089, -3.325817, -1.303173], [-2.731627, -3.682731, 0.178804], [-2.045108, -2.579782, 0.771806], [-0.723054, -2.491478, 0.596682], [-0.048950, -3.359378, 0.081746], [-0.213050, -1.195939, 1.057697], [1.049643, -0.847117, 0.784084], [1.687440, 0.424578, 1.059636], [3.051451, 0.573623, 0.790454], [3.696968, 1.773941, 1.016300], [2.996558, 2.861682, 1.511015], [1.639626, 2.724647, 1.773939], [0.843967, 3.877537, 2.321019], [-0.320235, 4.044727, 1.669791], [1.490308, 5.048279, 2.253354], [0.521799, 3.696201, 3.616395], [0.985595, 1.522795, 1.557650], [-1.856705, -3.492421, -2.056091], [-1.655385, -2.748434, -3.289040], [-0.821109, -1.534611, -2.960421], [-1.415891, -0.436092, -2.350096], [-0.648965, 0.641026, -1.944448], [0.722126, 0.629537, -2.139816], [1.321548, -0.463104, -2.742018], [0.554295, -1.542190, -3.146123], [-3.685570, -3.758665, 0.699896], [-2.144677, -4.599823, 0.285965], [-0.930838, -0.557993, 1.546117], [1.666806, -1.587098, 0.288538], [3.603660, -0.268302, 0.400294], [4.750626, 1.869997, 0.804384], [3.490404, 3.804779, 1.685389], [-0.070217, 1.450452, 1.763892], [-1.005506, -3.787001, -1.589555], [-2.641575, -2.465416, -3.662530], [-1.154015, -3.391066, -4.016339], [-2.484612, -0.432676, -2.192270], [-1.119669, 1.491499, -1.473985], [1.321072, 1.471370, -1.823829], [2.390710, -0.476278, -2.895962], [1.026674, -2.396051, -3.610387]], "forces_ev_per_angstrom": [[-0.384, 0.273, -0.060], [0.149, -0.428, 0.577], [-0.153, -0.271, -0.332], [-0.136, 0.295, 0.248], [0.450, -0.249, -0.208], [-0.060, -0.030, 0.197], [0.399, 0.184, -0.018], [-0.563, -0.610, 0.057], [0.219, 0.570, 0.194], [-0.227, -0.039, 0.056], [0.054, 0.083, 0.020], [-0.170, -0.048, 0.013], [-0.021, 0.091, 0.013], [-0.186, 0.182, 0.180], [-0.090, -0.134, -0.173], [0.262, 0.032, -0.102], [0.047, -0.163, 0.094], [0.250, -0.024, -0.073], [0.364, -0.295, -0.343], [-0.100, 0.058, 0.025], [0.037, -0.055, -0.143], [-0.020, 0.030, -0.028], [-0.023, 0.053, -0.003], [0.057, 0.103, -0.059], [0.119, 0.065, 0.046], [-0.122, -0.018, -0.045], [0.140, 0.013, -0.147], [-0.086, 0.114, 0.032], [-0.029, 0.180, 0.058], [-0.014, -0.079, -0.066], [0.048, -0.106, -0.059], [0.096, -0.009, -0.024], [0.026, 0.067, 0.005], [-0.140, -0.007, 0.010], [-0.256, 0.090, 0.108], [0.142, -0.074, -0.044], [-0.080, 0.102, -0.016], [-0.147, -0.004, 0.016], [-0.057, 0.092, 0.047], [0.053, 0.071, 0.025], [0.104, 0.003, -0.021], [0.049, -0.105, -0.060]], "nbo_charge": [-0.610, 0.648, -0.166, -0.486, 0.777, -0.639, -0.310, -0.090, -0.088, -0.158, -0.208, -0.198, -0.078, 0.964, -0.324, -0.320, -0.324, -0.172, -0.616, -0.251, -0.043, -0.168, -0.223, -0.220, -0.213, -0.209, 0.221, 0.208, 0.221, 0.230, 0.218, 0.223, 0.235, 0.225, 0.425, 0.240, 0.205, 0.219, 0.216, 0.217, 0.213, 0.210], "orbital_gap_ev": 8.70, "multiplicity": 1, "mol_weight_g_mol": 363.3, "smiles": "O=C(COC(=O)/C=C/c1cccc(C(F)(F)F)c1)NCc1ccccc1", "relative_energy_kj_mol": 0.0}

{"formula": "C19H16F6N4O4RuS6Sb", "method": "ωB97M-V/def2-TZVPD", "elements": ["Ru", "S", "Sb", "S", "S", "S", "F", "C", "F", "F", "S", "O", "O", "N", "S", "O", "O", "C", "F", "F", "F", "C", "N", "C", "C", "N", "C", "H", "H", "H", "H", "H", "H", "N", "C", "C", "C", "C", "C", "C", "C", "C", "C", "C", "C", "C", "C", "H", "H", "H", "H", "H", "H", "H", "H", "H", "H"], "coordinates": [[-0.965556, -1.594238, -0.363383], [-5.213555, -2.609651, 1.220572], [-3.274305, -3.712272, 0.889536], [-1.403311, -2.388074, 1.732362], [-2.394987, -3.097826, -1.299948], [-3.131916, -5.892034, 1.385687], [0.836895, -0.295534, -5.293316], [1.352658, -0.385600, -4.068474], [1.323271, 0.815516, -3.500699], [2.616138, -0.784640, -4.160429], [0.350932, -1.600597, -3.111222], [-0.767686, -0.780111, -2.618465], [0.054473, -2.677538, -4.004762], [1.338641, -1.935448, -1.927698], [1.678950, -3.452081, -1.445356], [2.282459, -4.275010, -2.448797], [0.641742, -3.973405, -0.595231], [3.045394, -2.993333, -0.314750], [2.626342, -2.211389, 0.676213], [3.535493, -4.117293, 0.196075], [4.016556, -2.356819, -0.973468], [-5.078182, 2.108569, -1.999680], [-4.272585, 1.359431, -1.051232], [-4.480864, 1.260601, 0.309463], [-3.529307, 0.409533, 0.773107], [-2.740682, -0.003649, -0.272452], [-3.216076, 0.578373, -1.350384], [-5.684328, 2.825958, -1.453634], [-5.735477, 1.445895, -2.560064], [-4.436487, 2.648586, -2.692303], [-5.292629, 1.769233, 0.802119], [-3.398802, 0.019128, 1.768062], [-2.833077, 0.451403, -2.350469], [0.196134, -0.193904, 0.286616], [0.923763, 0.590539, 0.940664], [1.858845, 1.531869, 0.237013], [2.606930, 1.097786, -0.849939], [3.468897, 1.973121, -1.496471], [3.575608, 3.289280, -1.070187], [2.820577, 3.730657, 0.011559], [1.972924, 2.851776, 0.669472], [0.901040, 0.630965, 2.440847], [2.082912, 0.796770, 3.160152], [2.059454, 0.793241, 4.547540], [0.853561, 0.639736, 5.222534], [-0.325030, 0.481182, 4.507572], [-0.299654, 0.471400, 3.120360], [2.502650, 0.075310, -1.189610], [4.052610, 1.622490, -2.339299], [4.245054, 3.972119, -1.578235], [2.894603, 4.758836, 0.344275], [1.392077, 3.188305, 1.521143], [3.021687, 0.913406, 2.630726], [2.982302, 0.906271, 5.102329], [0.834973, 0.639864, 6.305653], [-1.265515, 0.350342, 5.028343], [-1.206537, 0.332957, 2.549963]], "forces_ev_per_angstrom": [[-0.969, 0.198, 0.415], [0.050, 0.091, -0.031], [-0.259, -0.260, 0.250], [0.059, 0.045, -0.451], [0.110, 0.052, 0.083], [0.130, 0.021, -0.062], [0.019, 0.128, -0.125], [-0.133, -0.076, -0.044], [0.006, 0.092, -0.043], [0.098, -0.015, -0.081], [0.019, -0.390, 0.274], [0.686, -0.462, -0.037], [-0.002, 0.290, 0.066], [-0.571, -0.407, 0.027], [-0.362, 0.227, -0.374], [-0.117, 0.120, 0.125], [0.537, 0.072, -0.314], [0.022, 0.131, -0.031], [-0.009, 0.023, 0.057], [0.131, -0.069, 0.120], [0.068, -0.001, 0.013], [0.058, -0.094, 0.100], [-0.065, 0.100, 0.013], [-0.008, 0.038, -0.161], [0.133, -0.102, 0.015], [0.059, 0.139, -0.172], [-0.057, 0.006, 0.074], [-0.005, 0.027, 0.014], [-0.018, -0.030, 0.003], [0.028, 0.004, -0.011], [0.042, -0.043, -0.045], [0.015, 0.004, -0.040], [0.013, 0.000, 0.028], [0.349, 0.160, 0.372], [0.012, 0.048, -0.037], [-0.044, 0.001, 0.102], [0.009, -0.021, -0.040], [-0.007, -0.004, 0.037], [-0.042, -0.006, 0.053], [-0.005, -0.054, -0.029], [0.032, 0.041, 0.014], [0.031, -0.022, -0.104], [0.026, -0.009, 0.025], [-0.058, -0.011, -0.047], [0.047, 0.009, -0.036], [0.001, -0.010, -0.035], [-0.043, 0.024, 0.041], [0.018, -0.001, 0.061], [-0.020, 0.013, 0.023], [-0.003, 0.001, 0.001], [0.003, -0.018, -0.007], [0.027, -0.014, -0.032], [-0.032, 0.006, 0.020], [-0.004, 0.000, -0.007], [0.004, -0.005, -0.022], [0.019, 0.005, -0.018], [-0.028, 0.008, 0.007]], "lowdin_spin": [2.462, 0.038, 0.026, 0.261, 0.382, 0.015, 0.000, 0.000, 0.000, 0.001, 0.006, 0.016, 0.002, 0.039, 0.007, 0.002, 0.030, 0.000, 0.000, 0.000, 0.000, 0.001, 0.001, 0.002, 0.007, 0.095, 0.005, 0.000, 0.000, 0.000, 0.001, 0.002, 0.000, 0.414, 0.095, 0.027, 0.005, 0.001, 0.002, 0.002, 0.004, 0.030, 0.006, 0.002, 0.002, 0.000, 0.006, 0.001, 0.000, 0.000, 0.000, 0.000, 0.000, 0.000, 0.000, 0.000, 0.002], "orbital_gap_ev": [7.12, 5.55], "s2": 6.03, "charge": -1, "multiplicity": 5, "mol_weight_g_mol": 893.6, "relative_energy_kj_mol": 27.9}